4 unconnected molecules or ions with the total composition C24H53BN6O9, computed with ωB97M-V/def2-TZVPD.

Summary:
- net charge = 0
- SMILES = N#C[C@H](B(N)O)[C@@H](C#N)CC(=O)O.COCCNCCOC.COCCNCCOC.COCCNCCOC
- LUMO energy (eV) = -0.327
- HOMO (Ha) = -0.3079
- energy relative to the best compared isomer or geometry (same formula, charge and spin) (kcal per mole) = 0.0

Last column: Mulliken charge in e.
Atoms and positions in Å:
1 N 2.32461 -1.09263 0.42839  -0.440
2 C 1.48286 -1.27458 -0.34431  0.050
3 C 0.40887 -1.41721 -1.29352  0.166
4 B -0.64125 -2.55711 -0.87494  0.362
5 N -0.28510 -3.52894 0.11984  -0.594
6 O -1.88750 -2.57342 -1.48676  -0.611
7 C 0.92419 -1.55102 -2.73792  0.397
8 C 1.73616 -0.38450 -3.04720  -0.318
9 N 2.24874 0.62305 -3.28888  -0.514
10 C 1.69073 -2.85736 -3.02495  -0.416
11 C 3.18347 -2.70051 -3.16148  0.000
12 O 3.75324 -3.12178 -4.12297  -0.537
13 O 3.85291 -2.06989 -2.15314  -0.232
14 H -0.14508 -0.48742 -1.25063  0.192
15 H -1.02975 -4.21418 0.15809  0.230
16 H 0.54125 -4.02430 -0.19085  0.272
17 H -1.75555 -2.88521 -2.38405  0.285
18 H 0.06551 -1.51612 -3.38795  0.697
19 H 1.50705 -3.62613 -2.28303  0.272
20 H 1.35439 -3.25145 -3.96352  0.385
21 H 4.00650 -2.72666 -1.46483  0.285
22 C -5.58329 3.58193 -3.27736  -0.714
23 O -4.48471 3.01659 -2.59006  -0.376
24 C -4.78646 2.51401 -1.29528  -0.787
25 C -4.78128 0.99892 -1.25849  0.460
26 N -5.91156 0.43673 -1.98928  -0.384
27 C -5.81516 -1.00012 -2.24332  -0.974
28 C -4.60454 -1.53775 -2.99961  0.301
29 O -4.54916 -1.20333 -4.37739  -0.493
30 C -4.08311 0.09913 -4.67243  -0.467
31 H -5.18861 4.14050 -4.12450  0.242
32 H -6.27082 2.81900 -3.65770  0.299
33 H -6.13700 4.27465 -2.63747  0.337
34 H -5.73268 2.91772 -0.92298  0.486
35 H -3.99168 2.86888 -0.63238  0.244
36 H -4.83722 0.66994 -0.21660  0.218
37 H -3.81771 0.66676 -1.66679  -0.224
38 H -5.99629 0.91403 -2.87487  0.153
39 H -6.70718 -1.28081 -2.80861  0.367
40 H -5.87279 -1.52010 -1.28192  0.414
41 H -4.67246 -2.62859 -2.97360  0.395
42 H -3.66226 -1.28072 -2.50926  -0.144
43 H -3.30171 0.42178 -3.97915  0.200
44 H -4.89943 0.82533 -4.67224  0.147
45 H -3.66694 0.08095 -5.67992  0.333
46 C -4.79473 4.48007 3.57341  -0.679
47 O -3.66717 3.95896 4.24816  -0.335
48 C -3.94491 3.38188 5.51740  -0.820
49 C -3.84054 1.87026 5.48424  -0.160
50 N -4.92679 1.27217 4.71675  -0.301
51 C -4.74936 -0.14165 4.38711  -0.909
52 C -3.51793 -0.57570 3.59515  -0.458
53 O -3.49890 -0.15819 2.24211  -0.277
54 C -3.09240 1.17902 2.02299  -0.603
55 H -4.43045 5.09964 2.75527  0.236
56 H -5.42744 3.69073 3.15280  0.274
57 H -5.39859 5.10656 4.23566  0.334
58 H -4.91884 3.70529 5.89546  0.394
59 H -3.18178 3.75701 6.20430  0.399
60 H -3.88461 1.49137 6.50958  0.393
61 H -2.85405 1.62227 5.07380  0.154
62 H -5.03885 1.78678 3.85555  0.081
63 H -5.62696 -0.43971 3.80857  0.383
64 H -4.77585 -0.71543 5.31902  0.437
65 H -3.53176 -1.66753 3.55875  0.308
66 H -2.57857 -0.29925 4.08798  0.398
67 H -2.31192 1.49251 2.71972  0.383
68 H -3.94422 1.86250 2.08059  0.129
69 H -2.69521 1.24277 1.00886  0.282
70 C 5.38875 -0.91734 1.41066  -0.781
71 O 5.94970 -1.47656 0.23612  -0.378
72 C 6.18168 -0.54065 -0.81525  -0.706
73 C 7.65684 -0.24697 -1.00266  -0.196
74 N 8.20388 0.53098 0.10455  -0.315
75 C 9.66355 0.60878 0.14690  -0.725
76 C 10.48090 -0.67895 0.22667  -0.455
77 O 10.39342 -1.37157 1.45779  -0.441
78 C 9.23729 -2.16719 1.63159  -0.503
79 H 5.03546 -1.73984 2.03101  0.228
80 H 6.12455 -0.34396 1.98502  0.312
81 H 4.53554 -0.27712 1.17535  0.374
82 H 5.60861 0.37773 -0.66295  0.418
83 H 5.81558 -1.00844 -1.72545  0.343
84 H 7.78539 0.32186 -1.92809  0.360
85 H 8.16691 -1.21103 -1.12298  0.148
86 H 7.88157 0.13217 0.97416  0.104
87 H 9.92020 1.20764 1.02403  0.378
88 H 9.99926 1.17256 -0.72967  0.395
89 H 11.53183 -0.39471 0.13319  0.354
90 H 10.27441 -1.36155 -0.60634  0.339
91 H 8.91650 -2.63262 0.69653  0.273
92 H 8.41423 -1.58867 2.05860  0.144
93 H 9.48358 -2.95493 2.34383  0.328

---

7 unconnected molecules or ions with the total composition C24H53Cl14N7OPS4, computed with ωB97M-V/def2-TZVPD.

Summary:
- net charge = +1
- LUMO energy (eV) = -4.239
- HOMO (Ha) = -0.3805

Last column: Mulliken charge in e.
Atoms and positions in Å:
1 C -6.03174 -1.16084 6.63389  -0.972
2 C -4.53878 -1.34314 7.12687  -0.281
3 S -3.35506 -0.03575 6.46403  -0.263
4 C -3.72906 -0.01160 4.66425  -0.748
5 N -2.77138 0.76484 3.85050  0.565
6 O -3.34550 1.82026 3.16365  -0.537
7 C -1.89056 -0.01146 3.03654  -0.527
8 N -0.49545 -0.02554 3.38890  0.044
9 C -0.18571 0.72604 4.63187  -0.339
10 C 1.41549 0.78987 4.76578  -0.810
11 C 2.16672 -0.25559 3.85626  -0.576
12 S 2.59036 0.41844 2.18246  -0.036
13 C 4.34576 0.05638 1.81711  -0.076
14 S 5.47849 1.02106 2.53248  -0.176
15 N 4.63111 -1.02049 0.92113  0.213
16 C 4.14285 -0.69808 -0.47381  0.934
17 C 3.41204 -1.92518 -1.16603  -1.158
18 C 6.08007 -1.27093 0.80654  -0.691
19 C 6.40667 -2.62314 0.02510  -1.090
20 N -2.22897 -0.70359 1.98429  0.290
21 C -3.63735 -0.71369 1.50335  -0.245
22 C -3.90454 -1.63468 0.25920  -1.719
23 C -3.55513 -0.95668 -1.13458  0.369
24 C -4.83274 -0.45690 -1.90916  -1.371
25 N -4.55568 0.23002 -3.18442  -0.113
26 C -3.60860 -0.46225 -4.01674  0.605
27 N -2.59723 0.13310 -4.53217  -0.682
28 N -3.69667 -1.87522 -4.29964  -0.606
29 P -0.91829 -1.63685 1.16170  0.445
30 S -0.76401 -3.31765 2.10945  -0.366
31 H -6.73003 -0.84118 7.45700  0.303
32 H -6.15549 -0.46797 5.76585  0.202
33 H -6.43284 -2.15700 6.28849  0.276
34 H -4.53032 -1.39664 8.24431  0.548
35 H -4.22379 -2.35226 6.78080  0.278
36 H -4.73383 0.48271 4.53636  0.472
37 H -3.77652 -1.07341 4.29604  0.401
38 H -3.68741 2.45670 3.82073  0.364
39 H -0.08271 0.54803 2.63142  0.306
40 H -0.60240 0.24210 5.55724  0.181
41 H -0.50522 1.80503 4.60338  0.244
42 H 1.71335 1.80896 4.38118  0.294
43 H 1.76010 0.76596 5.83042  0.435
44 H 1.67085 -1.26309 3.80032  0.321
45 H 3.16072 -0.45870 4.35354  0.333
46 H 3.40190 0.16555 -0.50820  -0.920
47 H 4.99007 -0.39699 -1.15355  0.383
48 H 3.98021 -2.21956 -2.09496  0.310
49 H 3.40993 -2.84768 -0.52290  0.302
50 H 2.37198 -1.68373 -1.50776  0.255
51 H 6.59832 -1.37969 1.79791  0.522
52 H 6.63449 -0.46469 0.24078  0.383
53 H 5.69880 -3.39215 0.45149  0.284
54 H 6.20356 -2.54721 -1.07108  0.210
55 H 7.43992 -2.99051 0.25519  0.391
56 H -4.39318 -0.96876 2.28441  0.279
57 H -3.87669 0.34173 1.18175  0.432
58 H -3.42878 -2.64946 0.36810  0.468
59 H -5.01455 -1.84073 0.24026  0.484
60 H -2.81473 -0.11446 -0.98233  0.255
61 H -2.97817 -1.73517 -1.71436  0.377
62 H -5.57063 -1.30117 -1.99455  0.333
63 H -5.32603 0.30856 -1.24057  0.180
64 H -4.15528 1.13945 -2.94148  0.124
65 H -2.59801 1.12369 -4.27048  0.223
66 H -2.71962 -2.19011 -4.28296  0.299
67 H -4.14239 -2.37595 -3.52768  0.306
68 H -1.25200 -1.92205 -0.18639  0.142
69 H 0.29860 -0.87057 1.12282  0.088
70 C -0.74498 -3.16380 6.52443  -0.225
71 Cl -0.98479 -4.73386 7.31571  -0.192
72 Cl -2.24906 -2.22050 6.50571  -0.089
73 H 0.01290 -2.60579 7.06840  0.275
74 H -0.41784 -3.33015 5.49970  0.100
75 C 1.62905 2.28041 -2.18230  -0.419
76 Cl 2.09834 1.48176 -0.66957  -0.094
77 Cl 2.51039 1.60861 -3.55620  -0.074
78 H 0.56366 2.13648 -2.34126  0.220
79 H 1.85074 3.34126 -2.10399  0.300
80 C 4.24357 1.64926 -7.34086  -0.172
81 Cl 4.71441 0.85234 -5.83252  -0.171
82 Cl 5.11692 0.98192 -8.72068  -0.138
83 H 3.17779 1.50651 -7.49628  0.292
84 H 4.46671 2.70971 -7.26287  0.182
85 C 2.61125 -4.61433 6.60764  -0.263
86 Cl 4.04748 -5.63187 6.73757  -0.159
87 Cl 2.96215 -3.11887 5.72490  -0.088
88 H 1.83854 -5.16179 6.07834  0.242
89 H 2.26697 -4.36140 7.60601  0.279
90 C -5.79451 3.35733 -1.36628  -0.303
91 Cl -4.07600 2.92240 -1.29899  -0.131
92 Cl -6.02098 5.09575 -1.18415  -0.140
93 H -6.19791 3.04648 -2.32664  0.325
94 H -6.31790 2.84696 -0.56227  0.289
95 C 6.08790 4.31094 -11.01471  -0.335
96 Cl 5.55353 4.39371 -9.33232  -0.120
97 Cl 4.87639 3.52806 -12.03551  -0.143
98 H 6.25728 5.32002 -11.37972  0.310
99 H 7.01104 3.74028 -11.06346  0.298
100 C 1.81295 6.09194 -12.34433  -0.228
101 Cl 2.89231 7.47360 -12.12092  -0.149
102 Cl 1.30029 5.41899 -10.79268  -0.140
103 H 0.93445 6.41643 -12.89480  0.305
104 H 2.33765 5.32283 -12.90442  0.209

---

A molecular structure, C24H53GeN3O11PTeTi, computed with ωB97M-V/def2-TZVPD.

Summary:
- spin multiplicity = 4
- net charge = 0
- LUMO energy (alpha / beta) (eV) = 0.390 / -2.326
- HOMO (alpha / beta) (Ha) = -0.1996 / -0.2724
- energy relative to the best compared isomer or geometry (same formula, charge and spin) (kcal per mole) = 10.8

Last column: Mulliken spin population.
Atoms and positions in Å:
1 Ti -0.52812 0.28870 -1.00387  1.811
2 C 2.68360 -4.87059 0.74505  0.000
3 N 1.87293 -3.81235 1.31547  -0.001
4 C 2.04073 -3.57548 2.73512  0.001
5 C 0.89520 -3.24393 0.56833  0.001
6 O 0.68719 -3.55599 -0.59401  0.003
7 C 0.05453 -2.15406 1.23279  -0.009
8 O -0.85211 -1.56947 0.31942  0.024
9 C -1.81674 -2.42042 -0.27338  0.015
10 C -1.67853 -2.30465 -1.77965  0.023
11 O -0.99791 -1.40144 -2.27731  -0.036
12 N -2.36748 -3.17039 -2.53546  0.008
13 C -2.44657 -2.93673 -3.96976  -0.001
14 C -3.39726 -4.02709 -1.96818  -0.001
15 H 2.47599 -5.82469 1.23753  0.000
16 H 2.45527 -4.95584 -0.31233  0.000
17 H 3.74156 -4.63321 0.87402  0.000
18 H 1.59889 -4.38480 3.32491  0.000
19 H 3.10377 -3.52172 2.97226  0.000
20 H 1.58807 -2.63592 3.03123  0.000
21 H -0.49691 -2.56224 2.08863  -0.004
22 H 0.68860 -1.33298 1.58020  0.032
23 H -1.68142 -3.45017 0.05052  0.001
24 H -2.81281 -2.06529 0.00726  0.006
25 H -1.58396 -2.35884 -4.28285  -0.001
26 H -2.45434 -3.89519 -4.48781  0.000
27 H -3.35663 -2.38489 -4.21873  0.000
28 H -3.03645 -4.55307 -1.08724  0.000
29 H -4.29011 -3.45396 -1.70412  0.000
30 H -3.66627 -4.77491 -2.71124  0.000
31 C 3.42201 1.07828 -1.89035  -0.017
32 C 2.74278 -0.13489 -1.25102  -0.003
33 C 2.22591 -1.05786 -2.34694  0.069
34 C 3.73523 -0.88329 -0.36621  0.000
35 O 1.62473 0.27009 -0.44014  0.038
36 Ge 1.74992 1.75040 0.78503  0.085
37 O -0.14919 1.92273 0.42598  -0.461
38 C -1.08409 2.52245 1.34751  -0.018
39 C -1.64835 1.43542 2.25860  0.045
40 C -2.20265 3.17954 0.54599  0.030
41 C -0.37922 3.59652 2.16998  -0.014
42 O 1.53021 0.67788 2.29820  0.096
43 C 2.29845 0.72687 3.48952  0.001
44 C 2.77254 2.13608 3.85590  0.001
45 C 3.53125 -0.17030 3.34395  0.003
46 C 1.39927 0.20791 4.61268  0.002
47 H 4.17710 0.74717 -2.60753  0.000
48 H 3.91112 1.70405 -1.14259  0.000
49 H 2.67632 1.67958 -2.41178  0.011
50 H 3.06419 -1.44094 -2.93413  0.004
51 H 1.55744 -0.51346 -3.01417  -0.022
52 H 1.68193 -1.90132 -1.92108  -0.004
53 H 4.56442 -1.27514 -0.95976  0.000
54 H 3.23385 -1.71324 0.13575  0.001
55 H 4.14015 -0.21297 0.39142  -0.001
56 H -2.20313 0.70657 1.66608  -0.006
57 H -2.32807 1.86910 2.99627  0.001
58 H -0.82830 0.93533 2.77484  -0.008
59 H -2.69015 2.45108 -0.09756  0.001
60 H -1.80059 3.99172 -0.06510  0.010
61 H -2.94704 3.59829 1.22733  -0.002
62 H 0.38261 3.15575 2.81052  -0.005
63 H -1.10115 4.11231 2.80515  0.000
64 H 0.09192 4.33141 1.51263  0.014
65 H 3.42262 2.54411 3.08016  -0.001
66 H 3.33452 2.10215 4.79156  0.000
67 H 1.93075 2.81269 3.99868  0.001
68 H 4.20283 0.24772 2.59322  0.000
69 H 3.23565 -1.16989 3.01883  -0.001
70 H 4.07788 -0.24949 4.28648  0.000
71 H 0.54845 0.87849 4.74594  0.000
72 H 1.94259 0.13634 5.55714  0.001
73 H 1.01215 -0.77873 4.35700  0.000
74 O -4.45496 -0.75774 -1.06085  0.019
75 N -3.60947 -0.02784 -1.54724  0.023
76 O -2.65891 0.28872 -0.73483  0.016
77 C -3.90785 2.63450 -4.15573  -0.002
78 C -3.05683 3.51501 -3.27306  0.002
79 O -1.98577 2.71857 -2.71041  0.043
80 P -0.47882 2.78056 -3.09291  0.167
81 O 0.18821 1.50303 -2.72306  -0.046
82 Te 0.60814 4.63668 -1.97000  1.034
83 O -0.42680 3.09897 -4.63992  0.002
84 C 0.52466 2.40577 -5.49998  -0.002
85 C 1.90671 3.01158 -5.41289  0.010
86 H -4.77939 3.19026 -4.50479  0.000
87 H -4.23840 1.76399 -3.58983  0.000
88 H -3.33811 2.29794 -5.02250  0.000
89 H -3.61970 3.89032 -2.42029  0.002
90 H -2.63605 4.36169 -3.81805  0.001
91 H 0.10922 2.50797 -6.49995  0.000
92 H 0.53967 1.35198 -5.22651  0.002
93 H 1.88035 4.07505 -5.65276  0.003
94 H 2.56320 2.51128 -6.12569  0.000
95 H 2.32571 2.88442 -4.41473  0.001

---

For each record above, in turn, the calculated electronic energy values are -53788.8069; -266155.6592; -148958.0868 eV.